Record 1
{
  "formula": "C9H14O",
  "method": "wB97M-V/def2-TZVPD",
  "multiplicity": 2,
  "total_charge": 1,
  "e_above_lowest_kj_mol": 235.6,
  "total_energy_ha": -426.1865,
  "gap_ev": [9.32, 5.76],
  "species": ["C", "C", "H", "H", "H", "H", "H", "H", "C", "C", "C", "C", "C", "C", "C", "O", "H", "H", "H", "H", "H", "H", "H", "H"],
  "positions_angstrom": [[-1.7183, 3.8489, -0.3802], [-0.2615, 3.9968, -1.0605], [-2.4004, 4.5630, -0.8274], [-2.2844, 2.9501, -0.4734], [-1.6889, 4.1121, 0.6537], [-0.3466, 3.6827, -2.0659], [0.3581, 3.3602, -0.4335], [0.1967, 5.0477, -1.1425], [1.4128, -2.2755, -1.8731], [-0.1516, -1.8731, 1.9806], [1.1709, -2.2894, 1.9035], [-0.9149, -1.3632, 0.9434], [1.5983, -2.4724, 0.6330], [-0.3662, -1.3934, -0.3794], [0.9238, -2.1148, -0.4598], [-0.7142, -2.0885, 3.2117], [-0.9467, -1.2172, 3.5489], [1.7594, -2.3282, 2.7481], [-1.8544, -1.0976, 0.8805], [2.6077, -3.0188, 0.6333], [-0.8434, -0.8599, -1.2051], [0.8797, -3.1991, -2.2730], [2.4341, -2.5278, -1.9646], [1.1501, -1.4426, -2.5982]],
  "mulliken_spin": [0.000, 0.000, 0.000, 0.000, 0.000, 0.000, 0.000, 0.000, 0.022, 0.292, 0.139, -0.006, 0.032, 0.136, 0.245, 0.057, 0.010, 0.004, -0.002, -0.001, 0.001, 0.056, 0.003, 0.011]
}

=====

Record 2
{
  "formula": "C20H28F3O2V",
  "method": "wB97M-V/def2-TZVPD",
  "multiplicity": 3,
  "total_charge": 0,
  "e_above_lowest_kj_mol": 84.2,
  "total_energy_ha": -2172.8198,
  "gap_ev": [7.98, 8.93],
  "species": ["O", "C", "C", "H", "H", "C", "H", "H", "C", "H", "H", "H", "C", "H", "H", "H", "V", "C", "C", "C", "H", "C", "C", "H", "H", "H", "H", "C", "C", "C", "H", "C", "C", "H", "H", "H", "H", "O", "C", "C", "H", "H", "C", "H", "H", "C", "H", "H", "H", "H", "F", "C", "F", "F"],
  "positions_angstrom": [[1.3084, 1.1978, -0.9695], [2.4132, 1.2506, -1.9780], [2.0611, 2.6510, -2.4853], [2.3047, 0.4511, -2.7205], [3.4148, 1.2168, -1.5138], [1.0031, 2.5892, -1.3401], [1.6438, 2.6877, -3.5050], [2.8440, 3.4215, -2.3813], [-0.4154, 2.8065, -1.8139], [-0.8850, 1.9188, -2.2317], [-0.4297, 3.5875, -2.5844], [-1.0250, 3.1810, -0.9910], [1.3197, 3.5423, -0.1930], [2.1727, 3.1833, 0.3861], [0.4360, 3.6178, 0.4579], [1.5164, 4.5374, -0.6113], [-0.6901, -0.6636, 1.6575], [-0.0147, -0.8366, 4.1666], [0.4234, -1.9454, 3.3728], [1.3500, -1.4344, 2.3719], [0.2202, -2.9979, 3.5759], [1.4105, -0.0081, 2.5416], [0.5313, 0.3461, 3.6090], [0.4672, 1.3542, 4.0230], [-0.5886, -0.8961, 5.1019], [2.0430, -2.0146, 1.7633], [2.1517, 0.6501, 2.0845], [-2.7383, -0.0795, 2.5399], [-1.8336, 1.0272, 2.6670], [-1.3238, 1.3548, 1.3678], [-1.7201, 1.6509, 3.5553], [-2.0066, 0.5349, 0.4166], [-2.8396, -0.3949, 1.1498], [-3.4614, -1.1564, 0.6858], [-3.3236, -0.5253, 3.3480], [-0.5782, 2.1233, 1.1141], [-2.1356, 0.8056, -0.6231], [-0.7905, -1.2962, -3.5278], [-1.0933, -1.3198, -2.1314], [0.1339, -1.8212, -1.3223], [-2.0041, -1.9539, -2.0036], [-1.3880, -0.3005, -1.8171], [1.0919, -2.3647, -2.4424], [-0.2205, -2.6080, -0.6387], [0.5639, -0.9554, -0.7607], [0.3392, -2.1712, -3.7714], [1.3014, -3.4219, -2.3038], [2.0574, -1.8307, -2.4684], [-0.0886, -3.0984, -4.1974], [0.9760, -1.6782, -4.5293], [-1.8488, -3.5320, 2.6842], [-1.3541, -3.0644, 1.4803], [-0.3457, -3.9631, 1.1558], [-2.3560, -3.3550, 0.5796]],
  "mulliken_spin": [0.019, 0.000, 0.000, 0.000, 0.001, 0.002, 0.000, 0.000, 0.002, -0.001, 0.000, 0.000, -0.001, 0.000, -0.002, 0.000, 1.994, 0.040, -0.092, 0.041, 0.003, 0.047, -0.069, 0.001, 0.003, 0.002, 0.005, -0.011, 0.021, -0.018, 0.003, 0.115, -0.055, -0.003, -0.003, -0.063, -0.008, 0.000, 0.017, -0.022, -0.001, 0.006, 0.013, -0.018, 0.047, -0.001, 0.000, -0.001, 0.000, 0.000, -0.007, -0.006, 0.000, 0.000]
}

=====

Record 3
{
  "formula": "C27H43Cl4N5O3",
  "method": "wB97M-V/def2-TZVPD",
  "total_charge": 0,
  "e_above_lowest_kj_mol": 29.0,
  "smiles": "ClC(Cl)(Cl)Cl.c1cc[nH]c1.c1cc[nH]c1.c1cc[nH]c1.c1cc[nH]c1.c1cc[nH]c1.CCO.CCO.CCO",
  "total_energy_ha": -3394.7741,
  "gap_ev": 8.38,
  "species": ["N", "C", "C", "C", "C", "H", "H", "H", "H", "H", "N", "C", "C", "C", "C", "H", "H", "H", "H", "H", "N", "C", "C", "C", "C", "H", "H", "H", "H", "H", "N", "C", "C", "C", "C", "H", "H", "H", "H", "H", "N", "C", "C", "C", "C", "H", "H", "H", "H", "H", "C", "Cl", "Cl", "Cl", "Cl", "C", "C", "O", "H", "H", "H", "H", "H", "H", "C", "C", "O", "H", "H", "H", "H", "H", "H", "C", "C", "O", "H", "H", "H", "H", "H", "H"],
  "positions_angstrom": [[0.7713, -0.6097, -4.0057], [1.1280, 0.6284, -3.4322], [1.1833, 1.5873, -4.4399], [0.9228, 0.9022, -5.6808], [0.6339, -0.4569, -5.3663], [0.6621, -1.4773, -3.4989], [1.3534, 0.6702, -2.3831], [1.3708, 2.6360, -4.2825], [0.7943, 1.3570, -6.6481], [0.5214, -1.3057, -6.0153], [4.3574, 1.3059, 2.7670], [3.2817, 1.4550, 3.5926], [2.9003, 0.2343, 3.9165], [3.8678, -0.6945, 3.3872], [4.7685, 0.0068, 2.7012], [4.8059, 2.0557, 2.2950], [2.7711, 2.3998, 3.6716], [2.0222, -0.0233, 4.4799], [3.9045, -1.7497, 3.5747], [5.6384, -0.2637, 2.1253], [3.9290, -5.1222, -0.0336], [3.0057, -5.3467, 0.9515], [2.7604, -4.1687, 1.5398], [3.5713, -3.1896, 0.8440], [4.2780, -3.8410, -0.0907], [4.3109, -5.8113, -0.6421], [2.6304, -6.3183, 1.1935], [2.0167, -3.9522, 2.2946], [3.6448, -2.1350, 1.0054], [5.0051, -3.5075, -0.8042], [-2.3525, 1.1706, 5.6335], [-1.5303, 0.7406, 6.6379], [-0.2605, 0.9554, 6.2247], [-0.3495, 1.5004, 4.9016], [-1.6553, 1.6653, 4.6082], [-3.3347, 1.2874, 5.7244], [-1.9124, 0.2244, 7.5006], [0.6338, 0.7550, 6.7837], [0.4714, 1.8031, 4.2743], [-2.1775, 2.0780, 3.7681], [-4.3572, 2.7301, 0.5059], [-5.4192, 1.9128, 0.6723], [-4.9865, 0.7914, 1.2895], [-3.5602, 0.9272, 1.4989], [-3.2004, 2.1454, 0.9882], [-4.4102, 3.6765, 0.2077], [-6.4056, 2.2030, 0.3673], [-5.5931, -0.0784, 1.4510], [-2.9364, 0.1954, 1.9887], [-2.2569, 2.6572, 0.9824], [0.7245, 4.0091, -0.5182], [2.1084, 3.5687, -1.4624], [0.8297, 5.7346, -0.1382], [-0.7877, 3.7206, -1.3969], [0.6911, 3.1248, 1.0023], [-1.9507, -3.0939, -3.2482], [-1.0763, -3.4002, -2.0737], [0.1569, -2.7898, -2.2652], [-2.2045, -2.0214, -3.2525], [-2.8811, -3.6532, -3.2556], [-1.3944, -3.2547, -4.1754], [-0.9473, -4.4850, -1.9500], [-1.5399, -3.0351, -1.1451], [0.7147, -2.9345, -1.4695], [-2.9241, 2.5949, -4.5645], [-2.5840, 1.4976, -3.6568], [-2.2491, 0.3378, -4.3859], [-2.0089, 3.0157, -4.9801], [-3.4302, 3.4009, -4.0054], [-3.5762, 2.2578, -5.3593], [-3.3968, 1.2279, -2.9817], [-1.7020, 1.7801, -3.0723], [-1.2817, 0.2521, -4.3901], [-0.2528, -0.2063, -0.3643], [0.4596, -0.3449, 0.9406], [1.8566, -0.0986, 0.7122], [0.1076, 0.6621, -0.9044], [-1.3268, -0.0845, -0.2141], [-0.1144, -1.0897, -0.9968], [0.2892, -1.3387, 1.3861], [0.0762, 0.3899, 1.6788], [2.3964, -0.3501, 1.4812]],
  "lowdin_charge": [0.024, -0.129, -0.113, -0.091, -0.133, 0.096, 0.071, 0.068, 0.083, 0.105, 0.020, -0.148, -0.116, -0.122, -0.138, 0.139, 0.109, 0.085, 0.096, 0.121, 0.001, -0.146, -0.098, -0.104, -0.161, 0.142, 0.105, 0.093, 0.060, 0.115, 0.006, -0.137, -0.103, -0.112, -0.153, 0.142, 0.107, 0.091, 0.065, 0.098, 0.009, -0.158, -0.104, -0.112, -0.145, 0.136, 0.109, 0.086, 0.089, 0.058, -2.052, 0.595, 0.522, 0.564, 0.574, -0.072, -0.343, -0.126, 0.070, 0.078, 0.081, 0.115, 0.115, 0.116, -0.099, -0.364, -0.086, 0.075, 0.079, 0.077, 0.114, 0.057, 0.029, -0.082, -0.320, -0.112, 0.033, 0.074, 0.052, 0.116, 0.079, 0.033]
}